18 unconnected molecules or ions with the total composition C63H101B2F7N4O43S6. Source: the Open Molecules 2025 dataset; level of theory: ωB97M-V/def2-TZVPD.

```
226
Properties=species:S:1:pos:R:3:forces:R:3
C -0.110 4.137 -2.720 0.524 -0.350 -0.331
N -0.288 3.003 -1.790 0.246 -0.165 1.655
C -1.219 3.120 -0.777 0.664 -2.360 -0.962
C -1.446 1.992 0.053 0.192 1.367 -0.821
C -0.639 0.866 -0.074 0.001 1.238 0.298
C 0.366 0.876 -1.011 0.614 -0.659 -1.059
C 0.556 1.922 -1.884 -1.555 0.907 0.777
C -0.790 -0.228 0.870 -0.944 -3.279 0.510
C -0.733 -1.633 0.408 0.356 3.007 0.301
C -0.949 -2.646 1.279 -0.193 0.974 -0.555
N -1.315 -2.356 2.547 0.699 -1.751 0.940
C -1.452 -1.121 3.047 0.635 0.420 -1.623
C -1.151 -0.012 2.209 -0.007 -1.141 0.058
C -1.495 -3.591 3.396 -1.492 0.677 0.802
H 0.903 4.025 -3.107 -0.150 0.334 -0.194
H -0.202 5.083 -2.186 -0.216 -0.152 -0.177
H -0.826 3.998 -3.530 -0.038 0.406 0.035
H -1.809 4.025 -0.773 -0.018 0.043 0.069
H -2.266 1.988 0.755 0.023 0.302 0.051
H 0.986 0.005 -1.161 0.256 0.016 0.205
H 1.349 1.925 -2.617 -0.166 0.208 -0.212
H -0.493 -1.837 -0.625 -0.021 -0.068 -0.022
H -0.898 -3.661 0.912 -0.042 -0.215 0.590
H -1.803 -1.063 4.067 0.177 0.197 0.050
H -1.164 0.987 2.618 -0.177 0.006 0.087
H -0.728 -4.362 3.326 0.098 0.470 -0.585
H -2.489 -3.952 3.132 0.216 -0.471 -0.165
H -1.596 -3.325 4.448 0.288 0.320 -0.095
B 2.907 3.542 -7.799 -0.032 0.084 0.057
H 3.426 4.259 -7.182 1.979 2.961 2.736
H 3.131 3.787 -8.826 0.676 1.078 -4.222
H 3.338 2.566 -7.639 1.752 -4.275 0.888
H 1.843 3.526 -7.620 -4.363 -0.021 0.789
B -4.786 6.793 -4.215 0.041 0.040 -0.040
H -4.997 6.281 -3.289 -1.001 -2.136 3.896
H -5.695 7.029 -4.746 -3.749 1.319 -1.876
H -4.146 7.635 -4.000 2.506 3.674 0.744
H -4.273 6.112 -4.877 2.400 -2.877 -2.642
C 3.812 10.278 -9.041 0.366 1.468 -0.292
C 4.328 11.476 -9.597 0.055 -1.215 -0.384
C 4.602 11.514 -10.948 -0.709 -0.174 -0.989
C 4.310 10.421 -11.784 0.237 -0.262 -0.401
C 3.795 9.232 -11.245 -0.557 0.621 0.722
C 3.509 9.206 -9.864 0.782 0.442 0.000
N 4.686 10.556 -13.296 0.362 -1.061 0.600
O 4.102 9.828 -14.110 0.879 1.463 1.411
O 5.643 11.298 -13.541 -1.643 -0.833 0.081
H 3.652 10.266 -7.973 -0.178 -0.309 0.042
H 4.598 12.379 -9.070 -0.290 -0.209 0.575
H 4.896 12.461 -11.378 0.372 -0.154 -0.216
H 3.488 8.308 -11.714 0.417 0.310 -0.946
H 3.134 8.305 -9.402 -0.110 -0.133 -0.189
C -6.272 -11.160 12.233 0.358 -0.990 0.004
C -6.244 -11.476 10.892 0.589 0.927 -0.744
C -5.105 -11.225 10.105 -0.773 0.017 -0.066
C -3.953 -10.746 10.688 0.005 -0.330 1.897
C -3.916 -10.605 12.124 -0.758 -0.267 -0.501
C -5.098 -10.783 12.896 0.775 -0.298 -1.628
N -2.754 -10.526 9.836 3.594 0.668 0.301
O -2.895 -10.255 8.646 -0.554 -0.598 1.501
O -1.578 -10.568 10.364 -3.968 -0.101 -0.936
H -7.183 -11.462 12.728 0.009 0.463 0.544
H -7.147 -11.816 10.409 0.027 -0.160 -0.047
H -5.186 -11.405 9.043 0.323 0.045 -0.074
H -2.986 -10.443 12.648 0.123 0.271 -0.255
H -5.091 -10.775 13.976 0.250 0.345 -0.005
O -4.522 -2.385 9.618 -1.072 -0.289 0.767
S -5.721 -2.659 10.394 0.100 1.359 -0.085
O -6.109 -4.020 10.673 0.167 1.423 -0.024
O -5.619 -1.859 11.824 -0.559 -1.428 -1.222
C -4.955 -0.577 11.922 -0.015 -0.546 0.092
C -5.839 0.380 12.701 1.044 0.320 -0.209
C -7.096 -1.691 9.589 0.770 -1.403 0.777
H -4.780 -0.153 10.934 -0.007 -0.130 -0.113
H -3.979 -0.817 12.343 -0.064 0.397 0.254
H -5.214 1.269 12.775 -0.299 0.493 -0.266
H -6.063 0.179 13.749 -0.202 -0.722 -0.285
H -6.718 0.562 12.083 -0.140 0.227 0.428
H -6.790 -0.645 9.592 -0.061 -0.190 -0.212
H -8.016 -1.864 10.146 0.185 0.117 0.141
H -7.209 -2.148 8.606 0.156 0.364 -0.080
O -0.241 7.527 3.644 -1.292 0.406 0.107
S 1.063 7.001 3.603 3.908 -1.603 -0.822
O 1.339 5.582 3.301 -0.760 2.730 0.245
O 1.975 7.869 2.512 -0.887 -2.262 1.298
C 1.865 9.282 2.292 -2.316 -0.829 -0.522
C 3.080 9.945 2.622 2.680 2.109 0.690
C 1.978 7.395 5.128 -0.749 0.813 -0.582
H 1.102 9.726 2.931 -0.765 -0.319 -0.645
H 1.715 9.386 1.218 -0.783 -0.087 0.169
H 3.012 10.480 3.569 0.461 -0.568 0.471
H 3.209 10.791 1.946 0.285 -0.137 -0.341
H 3.932 9.270 2.536 0.168 0.289 0.164
H 2.956 6.915 5.133 -0.322 -0.060 -0.045
H 1.364 7.234 6.015 0.029 -0.600 -0.194
H 2.075 8.480 5.086 0.302 0.048 -0.062
O -3.010 5.322 -13.851 0.857 -0.003 0.766
S -1.673 5.266 -13.299 2.068 -0.893 0.036
O -0.741 4.235 -13.820 -1.986 2.811 1.418
O -0.974 6.761 -13.469 1.129 -3.141 0.018
C -1.851 7.828 -13.546 -0.740 1.250 -1.095
C -2.268 8.090 -15.018 -0.658 -0.002 1.229
C -1.693 5.181 -11.426 -0.085 -0.084 -0.363
H -1.345 8.713 -13.159 0.117 -0.209 0.298
H -2.698 7.553 -12.919 -0.394 0.739 -0.110
H -2.607 9.123 -15.087 -0.234 -0.025 -0.115
H -3.098 7.398 -15.159 0.067 0.178 -0.730
H -1.479 7.957 -15.758 0.101 -0.245 0.339
H -2.538 5.702 -10.976 -0.595 -0.423 -0.640
H -0.887 5.663 -10.873 0.733 -0.060 -0.995
H -1.650 4.118 -11.188 -0.338 0.090 -0.041
O 3.422 -8.174 5.252 1.780 -1.077 2.069
S 4.464 -8.607 6.199 -0.076 0.768 -1.988
O 4.892 -7.739 7.281 -0.538 -1.067 -0.934
O 4.019 -10.062 6.783 -0.349 2.187 -1.342
C 4.890 -10.624 7.727 0.351 -1.533 0.873
C 4.554 -12.130 7.750 0.279 0.901 0.334
C 5.997 -9.042 5.190 -0.981 -0.117 0.709
H 4.759 -10.230 8.735 -0.452 0.302 -0.090
H 5.927 -10.386 7.490 0.085 -0.406 -0.206
H 4.761 -12.649 6.814 0.377 0.084 0.135
H 3.487 -12.261 7.934 0.012 0.148 0.156
H 5.104 -12.513 8.609 0.008 -0.547 -0.247
H 6.743 -9.381 5.908 0.049 0.201 -0.206
H 6.340 -8.182 4.615 -0.231 0.219 0.461
H 5.781 -9.831 4.471 -0.334 -0.041 0.263
O 4.473 -6.248 -0.185 -1.110 0.025 -1.560
S 4.111 -6.644 -1.541 0.247 -1.100 -1.617
O 3.010 -6.100 -2.383 2.691 -1.049 2.619
O 5.470 -6.491 -2.462 -1.840 1.041 0.634
C 6.747 -6.632 -1.843 0.473 -1.867 -0.151
C 7.750 -6.711 -2.969 0.582 0.593 -0.479
C 4.040 -8.524 -1.621 0.097 1.266 -0.290
H 6.722 -7.595 -1.332 0.177 -0.218 0.193
H 7.050 -5.937 -1.059 -0.627 0.675 -0.422
H 8.748 -6.664 -2.532 0.088 0.097 -0.128
H 7.623 -5.889 -3.674 0.097 0.452 0.357
H 7.737 -7.558 -3.654 -0.469 -0.505 0.600
H 4.909 -8.966 -1.134 -0.114 0.383 0.337
H 4.160 -8.737 -2.683 -0.440 0.033 0.025
H 3.108 -8.904 -1.202 0.095 0.205 -0.099
O -1.297 -12.986 0.894 -0.724 1.501 1.429
S -1.671 -12.142 2.030 -0.448 -1.733 1.969
O -1.716 -10.693 1.972 -0.112 -1.868 -0.147
O -3.136 -12.688 2.688 1.687 1.420 -1.375
C -3.568 -14.014 2.325 0.092 0.282 0.816
C -4.918 -14.158 2.988 -0.946 -0.472 -0.940
C -0.640 -12.684 3.522 -0.803 0.734 -1.682
H -2.898 -14.739 2.786 0.286 -0.113 -0.219
H -3.536 -14.107 1.239 -0.330 -0.180 0.129
H -5.347 -15.121 2.711 0.190 -0.319 0.162
H -5.651 -13.469 2.567 0.197 0.403 0.164
H -4.925 -14.089 4.076 0.341 0.134 -0.136
H -0.947 -12.103 4.392 0.285 0.343 -0.344
H 0.347 -12.488 3.104 0.223 -0.112 0.740
H -0.821 -13.732 3.762 0.065 0.011 -0.550
C -3.726 10.984 -6.467 0.679 -0.317 -0.273
C -2.749 10.041 -7.214 0.600 0.398 1.040
O -1.498 10.222 -6.540 -0.245 -1.410 -0.217
C -1.583 11.221 -5.702 1.551 2.280 2.107
O -0.691 11.770 -5.089 -0.568 -1.271 -0.972
O -2.824 11.664 -5.572 -2.048 -0.086 0.097
F -2.470 10.509 -8.427 -0.442 0.275 -2.029
H -4.541 10.409 -6.026 0.371 0.098 0.772
H -4.180 11.763 -7.079 0.228 -0.275 -0.419
H -2.972 8.975 -7.247 -0.175 0.152 0.055
C 7.268 0.204 -6.900 -1.219 -0.097 -1.220
C 6.794 -1.154 -7.507 1.340 1.368 0.035
O 6.158 -1.811 -6.446 -1.203 -0.792 -1.699
C 6.016 -1.029 -5.413 0.224 -0.059 5.191
O 5.399 -1.345 -4.365 2.118 1.700 -4.135
O 6.911 0.026 -5.536 -1.221 0.322 0.602
F 7.893 -1.867 -7.813 0.640 -0.957 -0.470
H 6.798 1.035 -7.427 -1.337 0.064 0.659
H 8.272 0.570 -7.115 0.685 -1.337 0.826
H 6.171 -1.081 -8.398 -0.172 -0.103 0.239
C 3.327 1.886 8.984 1.340 2.027 -1.097
C 3.381 0.630 9.758 -1.486 0.436 -0.815
O 1.955 0.454 9.856 1.939 -2.695 2.829
C 1.278 1.174 9.010 -5.790 -1.866 0.119
O 0.058 0.979 8.905 3.130 1.290 -0.390
O 2.054 1.967 8.363 0.837 1.496 -1.532
F 3.960 0.920 10.940 -0.159 -0.769 0.342
H 4.083 2.018 8.211 -0.014 0.015 0.185
H 3.377 2.675 9.734 0.225 0.258 -0.198
H 3.841 -0.222 9.257 -0.016 -0.202 0.528
C 0.683 -1.827 -7.766 3.035 -0.799 -0.745
C -0.278 -2.842 -7.244 2.646 -0.282 -1.423
O -0.981 -3.192 -8.369 -1.600 -0.785 0.058
C -0.787 -2.267 -9.361 -1.757 -2.054 -4.752
O -1.319 -2.326 -10.480 1.134 0.358 3.940
O 0.220 -1.530 -9.049 0.620 2.140 -0.451
F -0.926 -2.138 -6.391 -4.349 1.717 3.729
H 1.625 -2.356 -7.909 0.524 0.442 0.050
H 0.834 -0.903 -7.208 -0.268 -0.321 0.174
H 0.128 -3.692 -6.695 0.054 -0.374 -0.599
C -4.365 12.310 -0.411 1.046 -0.789 -1.929
C -4.079 11.070 0.349 0.050 -1.327 1.536
O -3.669 11.564 1.596 -0.011 -0.419 0.755
C -4.031 12.817 1.672 1.302 3.666 5.098
O -3.797 13.543 2.651 -0.785 -2.035 -2.572
O -4.644 13.245 0.599 -1.307 0.699 -1.474
F -3.008 10.388 -0.052 0.539 -0.750 -1.374
H -5.043 12.119 -1.243 -0.755 0.718 0.591
H -3.421 12.567 -0.890 0.161 0.265 -0.079
H -4.889 10.376 0.572 -0.198 -0.077 -0.597
C -8.903 -8.585 3.924 -0.420 -1.048 -0.604
C -7.462 -8.193 4.130 -1.510 -1.087 0.625
O -7.617 -6.831 4.129 1.808 1.554 0.846
C -8.750 -6.458 3.467 0.960 5.943 0.104
O -9.043 -5.260 3.306 0.729 -4.188 0.327
O -9.323 -7.523 3.083 -2.933 -1.259 -1.238
F -6.764 -8.639 3.065 0.918 0.116 -0.542
H -9.498 -8.551 4.837 0.074 -0.238 0.041
H -9.067 -9.477 3.319 0.178 -0.173 0.517
H -7.023 -8.582 5.049 0.229 0.393 -0.070
C 7.029 6.441 -0.235 -1.715 1.219 -0.504
C 5.889 5.621 -0.736 1.915 -0.481 -1.197
O 4.892 6.448 -1.263 0.904 1.293 0.014
C 5.562 7.645 -1.612 -1.116 1.436 -0.689
O 5.049 8.581 -2.225 2.232 -3.540 2.364
O 6.861 7.541 -1.113 -0.541 1.954 -1.609
F 5.503 4.839 0.245 -1.667 -1.385 1.199
H 7.944 5.883 -0.435 0.183 0.639 0.569
H 6.773 6.823 0.753 0.818 -0.411 0.412
H 6.393 5.052 -1.517 -1.034 -0.738 -0.553
```
Positions in Å, forces in eV/Å.

Its electronic energy is -246329.7824 eV.

=====

A single C3H4IN molecule. Source: the Open Molecules 2025 dataset; level of theory: ωB97M-V/def2-TZVPD.

```
9
Properties=species:S:1:pos:R:3:forces:R:3
C -0.292 0.392 -0.163 2.351 1.283 -0.695
C 0.840 -0.155 0.713 -1.174 -0.987 -2.269
C -1.568 0.457 0.544 -0.293 0.001 -0.899
N 1.563 -1.043 0.225 2.452 -0.943 1.397
I -3.166 0.304 -0.806 0.277 -0.009 0.241
H 0.070 -0.074 -1.140 -1.846 0.318 0.489
H -0.013 1.488 -0.393 -0.716 -0.910 0.670
H 0.939 0.013 1.742 -0.089 0.751 1.473
H 1.626 -1.382 -0.722 -0.962 0.496 -0.407
```
Positions in Å, forces in eV/Å.

As for the energy relative to the best compared isomer or geometry (same formula, charge and spin): 3.723 eV.

=====

A molecular structure, C14H24B2F4N5O5S2Zn. Source: the Open Molecules 2025 dataset; level of theory: ωB97M-V/def2-TZVPD.

```
57
Properties=species:S:1:pos:R:3:forces:R:3
Zn -0.478 -0.102 0.324 -1.769 0.291 1.202
C 3.257 1.818 1.381 -0.037 -0.127 0.072
C 2.127 1.067 0.773 -0.250 0.149 0.625
N 1.133 0.604 1.421 0.053 -0.037 -0.080
O 1.090 0.629 2.768 0.672 0.074 -0.408
B 0.209 -0.480 3.322 -0.867 0.512 -0.368
F -1.111 -0.088 3.054 0.053 -0.238 0.225
F 0.462 -0.577 4.632 0.416 -0.185 0.472
O 0.425 -1.786 2.640 0.192 -0.756 -0.272
N -0.028 -1.825 1.384 -0.142 -0.250 -0.247
C -0.021 -2.924 0.707 0.213 0.315 1.327
C 0.340 -4.248 1.283 0.091 0.045 0.220
C -0.335 -2.768 -0.714 -0.331 0.440 -1.065
N -0.601 -1.572 -1.116 0.203 0.460 0.650
O -0.711 -1.295 -2.417 0.333 -0.400 -0.491
B -0.956 0.139 -2.696 -2.201 -0.435 0.513
F -1.826 0.656 -1.770 0.209 0.069 -0.367
F -1.243 0.374 -3.966 0.386 -0.009 -0.478
O 0.448 0.700 -2.350 2.209 0.877 3.151
N 0.663 0.963 -1.110 -1.383 -1.062 -3.531
C 2.037 0.676 -0.699 1.567 -0.156 -0.061
C 3.022 1.398 -1.600 -0.291 -0.058 -0.126
C -0.267 -3.906 -1.665 -0.018 0.035 -0.170
H 3.240 1.675 2.460 0.016 0.025 -0.043
H 3.131 2.879 1.164 0.040 0.105 -0.001
H 4.220 1.506 0.988 0.047 -0.002 -0.022
H 0.391 -4.163 2.368 -0.009 -0.047 -0.105
H 1.314 -4.578 0.918 0.042 -0.057 -0.005
H -0.397 -5.001 1.009 -0.009 -0.012 -0.003
H 2.869 1.087 -2.630 0.071 0.005 -0.032
H 4.043 1.189 -1.305 0.057 0.023 0.053
H 2.835 2.468 -1.526 0.099 0.115 0.002
H 0.269 -4.750 -1.247 0.037 -0.038 -0.010
H 0.205 -3.567 -2.589 0.000 -0.071 0.023
H -1.275 -4.230 -1.929 -0.052 -0.026 0.004
C 3.764 -1.590 -2.297 -0.263 0.047 0.269
C 3.198 -1.576 -0.877 0.503 -0.360 -0.168
C 4.263 -1.318 0.181 -0.394 -0.016 -0.081
O 2.026 -0.752 -0.750 -0.289 0.781 -0.308
H 4.273 -2.535 -2.470 0.078 -0.051 -0.028
H 4.477 -0.787 -2.457 0.101 0.059 -0.051
H 2.957 -1.494 -3.021 -0.030 -0.077 -0.079
H 2.747 -2.556 -0.676 0.109 0.107 -0.032
H 4.882 -0.462 -0.071 0.102 0.125 -0.016
H 4.915 -2.185 0.246 0.064 -0.040 0.004
H 3.803 -1.160 1.155 0.028 -0.057 0.121
S -2.494 1.242 0.990 0.493 -0.248 -0.406
C -1.505 2.457 1.628 -0.566 -0.247 0.289
N -1.378 2.694 2.917 0.018 0.015 -0.239
C -0.423 3.710 3.306 0.307 0.244 0.253
C -0.328 4.656 2.118 -0.032 0.017 -0.338
S -0.657 3.606 0.643 0.134 0.226 0.337
H -1.711 2.012 3.589 -0.065 -0.091 -0.220
H 0.538 3.232 3.532 -0.088 0.046 -0.041
H -0.779 4.227 4.198 0.073 -0.005 -0.055
H 0.643 5.132 2.016 0.001 -0.014 0.092
H -1.106 5.420 2.139 0.070 -0.035 0.040
```
Positions in Å, forces in eV/Å.

Its total charge is +1. As for the energy relative to the best compared isomer or geometry (same formula, charge and spin): 1.994 eV.